{"formula": "C10H21AgNO5S", "method": "ωB97M-V with the def2-TZVPD basis set", "total_charge": -3, "homo_energy_ev": 3.8, "homo_lumo_gap_ev": 1.49, "species": ["Ag", "O", "C", "C", "O", "H", "H", "H", "H", "O", "C", "C", "O", "H", "H", "H", "H", "C", "C", "C", "C", "N", "H", "H", "H", "H", "H", "H", "H", "C", "S", "O", "C", "H", "H", "H", "H", "H", "H"], "positions_angstrom": [[0.37, 1.00, -1.05], [2.74, 1.93, -0.34], [3.97, 2.46, -0.36], [4.98, 2.58, 0.94], [4.65, 1.85, 1.98], [3.89, 3.50, -0.76], [4.56, 1.94, -1.15], [4.96, 3.65, 1.23], [6.04, 2.37, 0.66], [0.19, 1.78, 4.28], [-1.01, 1.64, 3.76], [-1.35, 2.04, 2.24], [-0.43, 1.82, 1.25], [-1.79, 2.19, 4.35], [-1.31, 0.54, 3.78], [-1.45, 3.15, 2.28], [-2.33, 1.57, 2.00], [-2.23, -3.65, 1.73], [-1.55, -2.55, 2.55], [-1.93, -1.17, 2.00], [-1.38, -0.96, 0.67], [-1.00, -0.83, -0.40], [-1.82, -4.65, 1.98], [-1.92, -3.64, 0.68], [-3.29, -3.75, 1.96], [-0.48, -2.66, 2.69], [-2.01, -2.77, 3.52], [-1.60, -0.40, 2.71], [-3.02, -1.09, 1.96], [0.35, -0.29, -5.74], [0.35, -1.09, -4.14], [0.58, -0.05, -3.09], [-1.42, -1.45, -4.00], [-0.33, 0.57, -5.72], [-0.04, -0.95, -6.51], [1.35, -0.01, -6.06], [-2.03, -0.56, -4.12], [-1.58, -1.86, -3.00], [-1.67, -2.20, -4.75]]}

***

{"formula": "C10H21BrIN5OS", "method": "ωB97M-V with the def2-TZVPD basis set", "homo_energy_ev": -5.5, "homo_lumo_gap_ev": 2.77, "species": ["C", "C", "O", "C", "C", "N", "C", "N", "S", "N", "I", "N", "C", "C", "C", "C", "C", "N", "H", "H", "H", "H", "H", "H", "H", "H", "H", "H", "H", "H", "H", "H", "H", "H", "H", "H", "H", "H", "H", "Br"], "positions_angstrom": [[0.68, 3.40, 0.90], [-0.61, 2.93, 0.28], [-1.36, 2.13, 1.27], [-2.36, 1.41, 0.62], [-2.06, -0.04, 0.83], [-1.94, -0.52, 2.06], [-1.68, -1.81, 1.91], [-1.51, -2.62, 2.97], [-1.12, -4.26, 3.06], [-1.63, -2.16, 0.61], [-1.35, -3.86, -0.48], [-1.87, -0.98, -0.08], [-1.90, -0.81, -1.52], [-0.50, -0.79, -2.19], [0.70, -0.87, -1.23], [1.97, -0.23, -1.84], [2.95, 0.08, -0.72], [3.47, -1.16, -0.11], [1.31, 3.86, 0.07], [0.42, 4.12, 1.68], [1.16, 2.54, 1.34], [-1.24, 3.75, -0.07], [-0.35, 2.22, -0.51], [-2.49, 1.68, -0.42], [-3.33, 1.61, 1.10], [-1.62, -2.15, 3.86], [0.13, -4.31, 2.55], [-2.57, -1.52, -2.00], [-2.34, 0.16, -1.69], [-0.38, 0.11, -2.79], [-0.42, -1.62, -2.89], [0.95, -1.92, -1.08], [0.52, -0.38, -0.27], [1.73, 0.67, -2.40], [2.46, -0.98, -2.45], [2.45, 0.68, 0.05], [3.79, 0.66, -1.07], [4.05, -0.90, 0.68], [2.72, -1.70, 0.31], [3.13, 3.56, -0.31]]}

***

{"formula": "C10H21F5GaIOP2", "method": "ωB97M-V with the def2-TZVPD basis set", "total_charge": 2, "homo_energy_ev": -16.2, "homo_lumo_gap_ev": 8.81, "species": ["C", "I", "H", "H", "H", "Ga", "P", "C", "C", "H", "H", "H", "H", "H", "H", "C", "H", "H", "H", "P", "C", "C", "H", "H", "H", "C", "H", "H", "H", "H", "H", "H", "C", "O", "F", "C", "F", "C", "F", "F", "F"], "positions_angstrom": [[-0.15, -0.02, -4.38], [-1.48, -0.17, -2.63], [0.89, 0.08, -4.09], [-0.52, 0.84, -4.93], [-0.34, -0.94, -4.95], [-0.38, -0.02, -0.06], [0.29, 2.28, -0.31], [-1.25, 3.20, -0.67], [1.03, 3.24, 1.05], [1.29, 4.24, 0.69], [1.54, 3.63, -1.85], [1.92, 2.74, 1.42], [2.38, 2.10, -1.47], [-1.96, 3.07, 0.17], [0.32, 3.34, 1.88], [1.41, 2.55, -1.71], [-1.00, 4.27, -0.75], [1.02, 2.09, -2.62], [-1.71, 2.84, -1.59], [0.36, -2.25, 0.05], [-1.17, -3.24, -0.06], [1.39, -2.74, -1.36], [2.18, -2.53, 1.63], [1.36, -4.08, 1.30], [0.62, -2.85, 2.38], [1.21, -3.01, 1.47], [2.39, -2.27, -1.26], [1.52, -3.84, -1.37], [-0.93, -4.31, 0.03], [-1.68, -3.03, -1.01], [0.95, -2.39, -2.30], [-1.84, -2.94, 0.75], [-2.75, -0.22, 0.07], [-3.84, 0.09, 0.25], [-1.76, 1.61, 1.92], [-0.88, 0.51, 1.97], [0.24, 0.94, 2.65], [-1.55, -0.52, 2.91], [-2.11, 0.07, 3.99], [-2.53, -1.29, 2.35], [-0.58, -1.36, 3.36]]}

***

{"formula": "C10H21FN4OP", "method": "ωB97M-V with the def2-TZVPD basis set", "de_lowest_kj_mol": 0.0, "total_charge": 1, "homo_energy_ev": -10.8, "homo_lumo_gap_ev": 7.36, "species": ["C", "C", "F", "C", "C", "N", "C", "C", "N", "P", "N", "O", "H", "H", "H", "H", "H", "H", "H", "H", "H", "H", "H", "H", "H", "H", "H", "H", "N", "C", "C", "C", "C", "H", "H", "H", "H", "H"], "positions_angstrom": [[1.89, -1.04, 1.46], [0.82, -0.64, 0.39], [-0.29, -1.50, 0.56], [0.42, 0.90, 0.50], [-1.01, 1.06, -0.11], [-2.14, 0.68, 0.79], [-1.96, 1.09, 2.22], [-0.53, 0.92, 2.79], [0.57, 1.30, 1.90], [1.19, 2.92, 2.20], [2.09, 3.54, 0.86], [2.38, 2.67, 3.39], [2.37, -1.96, 1.06], [1.35, -1.32, 2.39], [2.62, -0.23, 1.66], [1.24, -0.80, -0.62], [1.11, 1.41, -0.20], [-1.05, 0.40, -1.00], [-1.18, 2.09, -0.50], [-2.37, -0.32, 0.76], [-2.97, 1.17, 0.45], [-2.62, 0.43, 2.83], [-2.39, 2.11, 2.36], [-0.46, 1.59, 3.68], [-0.32, -0.10, 3.17], [2.67, 2.81, 0.42], [1.48, 3.95, 0.16], [3.06, 2.11, 2.98], [-0.81, -2.35, -2.54], [-1.48, -3.23, -3.35], [-0.95, -3.14, -4.61], [0.10, -2.19, -4.56], [0.16, -1.72, -3.28], [-0.99, -2.20, -1.57], [-2.29, -3.83, -2.96], [-1.27, -3.71, -5.47], [0.73, -1.88, -5.38], [0.81, -0.99, -2.82]]}

***

{"formula": "C10H21FeINO2P2S", "method": "ωB97M-V with the def2-TZVPD basis set", "de_lowest_kj_mol": 255.3, "total_charge": 2, "homo_energy_ev": [-13.8, -14.9], "multiplicity": 6, "s_squared": 8.81, "homo_lumo_gap_ev": [6.00, 2.85], "species": ["C", "C", "H", "H", "H", "O", "I", "Fe", "P", "C", "C", "H", "H", "H", "H", "H", "H", "C", "H", "H", "H", "P", "C", "C", "H", "H", "H", "C", "H", "H", "H", "H", "H", "H", "C", "O", "S", "C", "N"], "positions_angstrom": [[0.00, -0.02, -6.85], [0.01, 0.70, -5.53], [0.00, 0.71, -7.66], [-0.89, -0.66, -6.90], [0.88, -0.67, -6.91], [0.02, 1.87, -5.33], [-0.01, -0.75, -3.82], [0.00, 0.00, 1.02], [2.31, -0.15, 0.94], [3.28, 1.16, 1.80], [2.98, -1.70, 1.65], [4.06, -1.76, 1.52], [4.08, -0.29, -0.75], [2.49, -2.54, 1.15], [2.50, -0.93, -1.32], [3.01, 1.17, 2.86], [2.73, -1.74, 2.72], [2.99, -0.14, -0.76], [4.35, 0.98, 1.69], [2.76, 0.82, -1.23], [3.02, 2.13, 1.37], [-2.31, -0.10, 0.95], [-3.25, 1.22, 1.80], [-3.00, -0.08, -0.75], [-2.53, -2.49, 1.16], [-4.09, -1.68, 1.53], [-2.76, -1.69, 2.72], [-3.01, -1.64, 1.66], [-2.52, -0.89, -1.32], [-4.08, -0.22, -0.74], [-4.33, 1.07, 1.69], [-2.98, 2.19, 1.37], [-2.75, 0.87, -1.23], [-2.99, 1.23, 2.86], [0.02, 1.53, 2.02], [0.03, 2.51, 2.65], [0.00, 0.00, 3.02], [0.00, 0.00, 4.83], [0.00, 0.00, 6.10]]}

***

{"formula": "C10H21N2", "method": "ωB97M-V with the def2-TZVPD basis set", "de_lowest_kj_mol": 406.6, "total_charge": 1, "homo_energy_ev": -13.0, "homo_lumo_gap_ev": 9.79, "species": ["C", "C", "C", "C", "C", "C", "C", "C", "C", "C", "N", "N", "H", "H", "H", "H", "H", "H", "H", "H", "H", "H", "H", "H", "H", "H", "H", "H", "H", "H", "H", "H", "H"], "positions_angstrom": [[0.89, 0.31, 0.46], [0.44, 0.90, -0.50], [2.55, -3.76, 3.29], [0.42, 2.16, -2.89], [-2.05, 2.28, -0.08], [-2.72, 0.72, -3.18], [1.48, -0.32, 1.64], [2.08, -2.33, 3.14], [1.64, -1.86, 1.68], [-0.65, 1.61, -1.90], [-1.51, 2.55, -1.37], [-1.47, 0.36, -2.29], [3.49, -3.79, 3.76], [1.84, -4.46, 3.75], [2.69, -4.18, 2.30], [1.04, 1.39, -3.34], [0.08, 2.71, -3.73], [1.10, 2.85, -2.36], [-2.73, 3.11, 0.10], [-2.50, 1.25, -0.19], [-1.24, 2.03, 0.62], [-3.09, 1.61, -2.62], [-2.62, 0.94, -4.18], [-3.38, -0.17, -3.03], [1.00, -0.03, 2.50], [2.46, 0.02, 1.65], [2.89, -1.68, 3.43], [1.39, -2.11, 3.82], [2.49, -2.13, 1.04], [0.75, -2.28, 1.56], [-1.02, 3.48, -1.42], [-0.97, -0.41, -2.86], [-1.87, -0.11, -1.46]]}

***

{"formula": "C10H21N2", "method": "ωB97M-V with the def2-TZVPD basis set", "de_lowest_kj_mol": 351.2, "total_charge": 1, "homo_energy_ev": -13.8, "homo_lumo_gap_ev": 9.02, "species": ["C", "C", "C", "C", "C", "C", "C", "C", "C", "C", "N", "N", "H", "H", "H", "H", "H", "H", "H", "H", "H", "H", "H", "H", "H", "H", "H", "H", "H", "H", "H", "H", "H"], "positions_angstrom": [[-0.63, 0.00, 0.48], [0.40, -0.37, 3.78], [0.01, 2.04, 3.02], [-1.98, -0.64, -2.23], [-1.03, -2.50, -0.81], [1.64, -0.01, -2.85], [1.55, 1.46, -0.88], [-0.48, 0.59, 3.01], [-0.75, -1.42, -1.71], [0.62, 0.64, -1.79], [-0.56, 0.23, 1.60], [0.18, -0.53, -1.16], [-0.01, -0.15, 4.83], [1.50, -0.27, 3.80], [0.09, -1.40, 3.48], [-0.55, 2.62, 2.16], [-0.31, 2.44, 3.99], [1.14, 2.19, 2.98], [-1.53, -0.07, -3.09], [-2.79, -1.30, -2.51], [-2.34, 0.06, -1.46], [-1.74, -2.18, -0.07], [-0.06, -2.80, -0.29], [-1.29, -3.28, -1.54], [2.21, -0.71, -2.22], [1.03, -0.47, -3.56], [2.41, 0.63, -3.36], [2.43, 0.91, -0.59], [1.06, 1.82, -0.02], [1.76, 2.35, -1.50], [-1.54, 0.55, 3.38], [-0.25, -1.70, -2.66], [-0.17, 1.28, -2.19]]}

***

{"formula": "C10H21N2O2P", "method": "ωB97M-V with the def2-TZVPD basis set", "de_lowest_kj_mol": 222.9, "homo_energy_ev": -8.4, "smiles": "[H]/N=C(/C)CP(CCOC(C)=O)NCCC", "homo_lumo_gap_ev": 9.23, "species": ["C", "C", "C", "N", "P", "C", "C", "O", "C", "C", "O", "C", "C", "C", "N", "H", "H", "H", "H", "H", "H", "H", "H", "H", "H", "H", "H", "H", "H", "H", "H", "H", "H", "H", "H", "H"], "positions_angstrom": [[-2.20, 0.36, 4.14], [-1.26, 0.12, 2.85], [-2.13, -0.01, 1.50], [-1.22, -0.17, 0.33], [-0.73, 1.42, -0.28], [-0.42, 1.31, -2.17], [-0.89, -0.07, -2.80], [0.31, -0.91, -2.90], [0.02, -2.15, -3.48], [1.29, -3.05, -3.87], [-1.13, -2.57, -3.68], [0.93, 1.97, 0.43], [1.94, 0.79, 0.77], [2.92, 0.98, 2.03], [2.09, -0.32, 0.10], [-3.16, -0.26, 4.08], [-1.62, 0.15, 5.10], [-2.45, 1.48, 4.16], [-0.61, -0.79, 3.03], [-0.56, 1.03, 2.82], [-2.83, 0.88, 1.41], [-2.73, -0.98, 1.64], [-0.42, -0.77, 0.53], [0.72, 1.40, -2.33], [-0.86, 2.22, -2.70], [-1.20, 0.14, -3.89], [-1.72, -0.59, -2.23], [1.02, -3.57, -4.84], [2.19, -2.35, -4.04], [1.53, -3.82, -3.08], [1.40, 2.79, -0.22], [0.70, 2.49, 1.43], [3.43, 0.00, 2.30], [2.42, 1.50, 2.90], [3.76, 1.66, 1.64], [1.43, -0.29, -0.69]]}

***

{"formula": "C10H21N5O6", "method": "ωB97M-V with the def2-TZVPD basis set", "homo_energy_ev": -9.3, "smiles": "[H]/N=C(\\N)NCCC[C@H](N)C(=O)O.N[C@@H](CC(=O)O)C(=O)O", "homo_lumo_gap_ev": 9.66, "species": ["C", "C", "C", "C", "C", "C", "C", "C", "C", "C", "H", "H", "H", "H", "H", "H", "H", "H", "H", "H", "H", "H", "H", "H", "H", "H", "H", "H", "H", "H", "H", "N", "N", "N", "N", "N", "O", "O", "O", "O", "O", "O"], "positions_angstrom": [[0.71, 2.12, -1.88], [0.31, 2.91, -0.62], [0.81, 3.09, -3.05], [1.13, 2.43, -4.37], [2.48, 1.72, -4.38], [4.01, 0.58, -5.88], [-2.25, -1.68, 3.88], [-3.29, -1.26, 4.92], [-1.24, -2.60, 4.42], [-1.74, -4.00, 4.27], [-0.89, 1.13, -2.69], [-0.14, 0.16, -1.56], [1.79, 1.85, -1.70], [1.64, 3.74, -2.79], [-0.07, 3.68, -3.13], [0.38, 1.72, -4.59], [1.03, 3.19, -5.21], [2.45, 0.88, -3.66], [3.23, 2.39, -3.98], [2.88, 2.04, -6.38], [5.34, 0.19, -7.09], [3.20, -0.98, -5.06], [4.81, -1.12, -5.17], [-1.05, 1.69, -0.36], [-2.39, 0.03, 3.20], [-1.00, -0.09, 3.76], [-2.83, -2.28, 3.08], [-0.36, -2.51, 3.74], [-0.93, -2.37, 5.49], [-1.36, -5.55, 5.20], [-4.33, -2.03, 6.22], [-0.05, 0.93, -2.21], [2.84, 1.28, -5.73], [4.85, 0.97, -6.74], [4.06, -0.52, -5.02], [-1.66, -0.54, 3.21], [0.89, 3.92, -0.29], [-0.72, 2.46, 0.07], [-3.50, -0.09, 5.18], [-2.80, -4.32, 3.78], [-0.91, -4.69, 5.04], [-3.87, -2.34, 5.50]]}

***

{"formula": "C10H21NO2", "method": "ωB97M-V with the def2-TZVPD basis set", "de_lowest_kj_mol": 536.4, "homo_energy_ev": -8.8, "smiles": "C/C(=N/O)C(C)C.C=C(O)C(C)C", "homo_lumo_gap_ev": 9.59, "species": ["C", "C", "C", "C", "C", "C", "C", "C", "C", "C", "N", "O", "O", "H", "H", "H", "H", "H", "H", "H", "H", "H", "H", "H", "H", "H", "H", "H", "H", "H", "H", "H", "H", "H"], "positions_angstrom": [[0.34, 1.38, -3.10], [-1.91, 1.04, -1.98], [1.86, -0.56, 2.58], [-0.41, -1.72, 2.93], [-0.27, -1.59, -1.54], [-0.02, 1.45, 1.51], [-0.40, 1.06, -1.76], [0.48, -0.92, 1.94], [0.25, -0.23, -1.12], [-0.37, 0.16, 1.33], [1.40, -0.14, -0.64], [2.12, 0.97, -0.44], [-1.57, -0.29, 0.66], [0.32, 2.44, -3.34], [-0.07, 0.85, -3.90], [1.42, 0.99, -3.02], [-2.50, 1.07, -0.97], [-2.36, 0.13, -2.40], [-2.44, 1.75, -2.59], [2.45, -1.51, 2.69], [1.71, -0.03, 3.50], [2.44, 0.03, 1.93], [-1.15, -2.35, 2.47], [0.21, -2.13, 3.73], [-1.01, -0.93, 3.40], [-0.06, -2.36, -0.77], [0.17, -1.96, -2.48], [-1.30, -1.51, -1.69], [1.69, 1.71, -0.93], [0.88, 1.72, 1.96], [-0.78, 2.18, 1.14], [-0.35, 1.89, -1.09], [0.95, -1.48, 1.17], [-1.72, -1.15, 0.80]]}

***

{"formula": "C10H21NSi", "method": "ωB97M-V with the def2-TZVPD basis set", "de_lowest_kj_mol": 0.0, "homo_energy_ev": -8.3, "smiles": "C[C@H]1C=C[Si](C)(C)N(C)C1(C)C", "homo_lumo_gap_ev": 9.17, "species": ["C", "C", "C", "C", "C", "C", "C", "C", "C", "C", "N", "Si", "H", "H", "H", "H", "H", "H", "H", "H", "H", "H", "H", "H", "H", "H", "H", "H", "H", "H", "H", "H", "H"], "positions_angstrom": [[0.41, -2.09, -0.74], [-0.88, -1.83, -0.74], [1.45, -1.19, -0.13], [1.17, 0.32, -0.31], [1.57, -1.58, 1.35], [2.35, 1.10, 0.30], [1.13, 0.64, -1.82], [-0.24, 2.06, 0.74], [-2.49, -0.49, 1.60], [-2.71, 0.61, -1.28], [-0.09, 0.69, 0.32], [-1.52, -0.22, -0.02], [0.80, -3.02, -1.15], [-1.57, -2.55, -1.16], [2.41, -1.40, -0.61], [0.70, -1.22, 1.89], [2.47, -1.17, 1.80], [1.60, -2.67, 1.45], [2.32, 2.14, 0.00], [3.29, 0.68, -0.05], [2.33, 1.05, 1.38], [0.85, 1.67, -1.97], [0.41, 0.00, -2.32], [2.11, 0.48, -2.27], [-1.26, 2.20, 1.10], [0.44, 2.32, 1.55], [-0.08, 2.77, -0.09], [-2.87, 0.45, 2.00], [-3.34, -1.14, 1.43], [-1.88, -0.95, 2.37], [-3.08, 1.56, -0.90], [-2.22, 0.81, -2.23], [-3.57, -0.02, -1.48]]}

***

{"formula": "C10H21P", "method": "ωB97M-V with the def2-TZVPD basis set", "de_lowest_kj_mol": 101.5, "homo_energy_ev": -9.0, "smiles": "CC/C=C/C[C@@H](P)C(C)(C)C", "homo_lumo_gap_ev": 9.85, "species": ["C", "C", "C", "C", "C", "C", "C", "C", "C", "C", "P", "H", "H", "H", "H", "H", "H", "H", "H", "H", "H", "H", "H", "H", "H", "H", "H", "H", "H", "H", "H", "H"], "positions_angstrom": [[0.00, -0.62, 2.22], [-0.53, 0.43, 1.67], [0.94, -0.36, 4.56], [-0.16, -0.65, -3.40], [-0.56, 1.60, -2.74], [1.61, 0.53, -2.05], [-0.17, -0.85, 3.71], [-0.40, 1.07, 0.29], [-0.45, -0.20, -0.84], [0.13, 0.38, -2.26], [-2.27, -0.55, -0.67], [0.52, -1.40, 1.56], [-0.95, 1.12, 2.33], [1.68, -1.03, 4.86], [1.43, 0.51, 4.00], [0.50, -0.04, 5.53], [-0.51, 0.00, -4.26], [-1.13, -1.18, -3.22], [0.75, -1.19, -3.64], [-1.54, 1.19, -3.07], [-0.63, 2.43, -2.03], [-0.16, 2.01, -3.65], [2.00, -0.42, -1.63], [2.09, 0.81, -3.01], [1.96, 1.32, -1.38], [-1.03, -0.39, 4.03], [-0.16, -1.96, 3.68], [-1.21, 1.63, 0.02], [0.60, 1.60, 0.24], [0.16, -0.92, -0.42], [-2.41, -1.77, 0.04], [-2.39, -1.12, -2.02]]}